{"formula": "C46H40GaN6P2", "method": "wB97M-V/def2-TZVPD", "total_charge": 3, "total_energy_ev": -128224.7541, "lumo_ev": -8.88, "elements": ["Ga", "N", "C", "N", "C", "N", "N", "C", "C", "C", "C", "C", "C", "N", "C", "C", "C", "C", "C", "C", "H", "H", "H", "H", "H", "H", "H", "H", "H", "H", "H", "C", "N", "C", "P", "C", "C", "C", "C", "C", "C", "C", "C", "C", "C", "C", "C", "C", "C", "C", "C", "C", "C", "P", "C", "C", "C", "C", "C", "C", "C", "C", "C", "C", "C", "C", "H", "H", "H", "H", "H", "H", "H", "H", "H", "H", "H", "H", "H", "H", "H", "H", "H", "H", "H", "H", "H", "H", "H", "H", "H", "H", "H", "H", "H"], "coordinates": [[-1.03403, 0.48264, 0.56442], [-1.09048, -3.75617, -0.26862], [-1.19528, -2.45544, -0.42772], [-1.24050, -1.59733, 0.56845], [-1.26163, -2.08656, 1.87926], [-1.50195, -1.28759, 2.87524], [-1.68667, -0.01659, 2.43001], [-2.18195, 0.88762, 3.17443], [-2.43369, 2.17011, 2.50964], [-2.99925, 3.24587, 3.16032], [-3.29466, 4.39122, 2.42830], [-3.02786, 4.40658, 1.07077], [-2.44732, 3.29001, 0.48714], [-2.13728, 2.19729, 1.19036], [-1.03257, -3.49766, 2.10638], [-0.91579, -4.04325, 3.38879], [-0.72812, -5.40048, 3.53659], [-0.65964, -6.23095, 2.41455], [-0.77521, -5.71061, 1.13981], [-0.95873, -4.34364, 0.99997], [-1.10600, -4.35412, -1.08445], [-1.27341, -2.08867, -1.44348], [-2.46298, 0.70325, 4.20662], [-3.21771, 3.18307, 4.21811], [-3.74227, 5.24839, 2.91366], [-3.26677, 5.26340, 0.45691], [-2.22762, 3.27367, -0.57055], [-0.98341, -3.38957, 4.24697], [-0.64279, -5.82979, 4.52507], [-0.51969, -7.29570, 2.54310], [-0.72855, -6.35481, 0.27041], [2.02304, 0.52806, -0.75757], [1.36694, -0.56449, -1.48457], [0.39457, -0.14656, -2.49252], [-1.03033, 0.84161, -1.84693], [-0.75353, 2.53173, -2.41424], [-1.33534, 2.95601, -3.60913], [-1.06311, 4.22866, -4.09167], [-0.22022, 5.07766, -3.38865], [0.35266, 4.66214, -2.19221], [0.08553, 3.39373, -1.70398], [-2.51040, 0.18684, -2.62409], [-2.48853, -0.36383, -3.90760], [-3.67001, -0.80857, -4.48244], [-4.86814, -0.70203, -3.78694], [-4.89369, -0.15366, -2.51100], [-3.71671, 0.28777, -1.92710], [2.29819, -1.49780, -2.10011], [3.38383, -1.04887, -2.84007], [4.23302, -1.96796, -3.44307], [3.98897, -3.32808, -3.32064], [2.89707, -3.77485, -2.58840], [2.05429, -2.85892, -1.97578], [1.31994, 0.65250, 0.93370], [1.96319, 2.11821, 1.74708], [3.27108, 2.08011, 2.23742], [3.82086, 3.21158, 2.81744], [3.07176, 4.37736, 2.91716], [1.76858, 4.41644, 2.43920], [1.21243, 3.28967, 1.85364], [1.86170, -0.76422, 1.89965], [2.57229, -1.83521, 1.36526], [2.96972, -2.87654, 2.19452], [2.66475, -2.84812, 3.54698], [1.96197, -1.77473, 4.08434], [1.56018, -0.73428, 3.26517], [1.94017, 1.50476, -1.24262], [3.09238, 0.33308, -0.65841], [-0.02776, -1.05561, -2.92501], [0.84611, 0.40433, -3.33004], [-2.00413, 2.30784, -4.16064], [-1.51345, 4.55621, -5.01886], [-0.01188, 6.06806, -3.77046], [1.00641, 5.32570, -1.64162], [0.52842, 3.08949, -0.76221], [-1.56748, -0.43209, -4.47469], [-3.65596, -1.22969, -5.47861], [-5.78668, -1.04669, -4.24254], [-5.82878, -0.07202, -1.97371], [-3.74358, 0.71503, -0.92945], [3.57075, 0.01300, -2.95511], [5.08174, -1.61963, -4.01576], [4.65106, -4.04021, -3.79359], [2.71472, -4.83644, -2.48650], [1.22324, -3.18832, -1.36335], [3.85469, 1.16923, 2.17692], [4.83332, 3.18228, 3.19635], [3.50368, 5.25716, 3.37480], [1.18655, 5.32411, 2.52757], [0.19152, 3.32926, 1.49299], [2.83380, -1.87058, 0.31750], [3.53720, -3.69979, 1.78113], [2.99100, -3.65405, 4.19104], [1.74373, -1.74118, 5.14339], [1.03642, 0.11115, 3.69818]]}



{"formula": "C46H40N13O4STl", "method": "wB97M-V/def2-TZVPD", "total_charge": -2, "total_energy_ev": -91448.2189, "lumo_ev": 4.22, "elements": ["Tl", "C", "C", "N", "C", "C", "C", "C", "C", "C", "C", "N", "C", "C", "C", "C", "C", "C", "C", "C", "N", "C", "H", "H", "H", "H", "H", "H", "H", "H", "H", "H", "H", "H", "N", "C", "N", "C", "N", "N", "C", "N", "C", "C", "C", "C", "C", "N", "H", "H", "H", "H", "H", "H", "H", "H", "N", "C", "C", "C", "C", "C", "C", "S", "O", "O", "N", "C", "N", "C", "C", "C", "N", "H", "H", "H", "H", "H", "H", "H", "H", "H", "C", "C", "C", "C", "C", "C", "C", "C", "C", "C", "O", "O", "H", "H", "H", "H", "H", "H", "H", "H", "H", "H", "H"], "coordinates": [[0.54903, 0.14201, -0.16718], [-0.95032, 5.08953, 0.21690], [-0.33077, 3.83141, 0.10720], [-0.99938, 2.70777, 0.09571], [-2.34798, 2.71906, 0.19859], [-3.06520, 3.93792, 0.36652], [-2.30824, 5.13293, 0.35692], [-4.46710, 3.93456, 0.54804], [-5.12023, 2.72581, 0.58680], [-4.44961, 1.51512, 0.40151], [-3.06367, 1.44571, 0.15240], [-2.37374, 0.31073, -0.02560], [-2.92988, -0.84781, -0.44335], [-4.01254, -0.95874, -1.32553], [-4.49139, -2.19562, -1.77124], [-3.94302, -3.37906, -1.34450], [-2.83185, -3.33999, -0.47173], [-2.17440, -4.50789, -0.02198], [-1.09079, -4.40859, 0.80136], [-0.63490, -3.12642, 1.16580], [-1.20787, -2.02138, 0.76284], [-2.30420, -2.09449, -0.03387], [-0.35510, 5.99409, 0.19284], [0.75266, 3.74888, 0.02017], [-2.82934, 6.07731, 0.47898], [-4.99652, 4.87343, 0.66377], [-6.19316, 2.70920, 0.75397], [-5.00269, 0.58710, 0.45182], [-4.45758, -0.04878, -1.70780], [-5.31282, -2.21715, -2.47993], [-4.33015, -4.33697, -1.67708], [-2.53483, -5.47519, -0.35718], [-0.57078, -5.29154, 1.15462], [0.24279, -3.00766, 1.79265], [-1.40481, -0.13290, -3.49494], [-1.03848, -1.40042, -3.32753], [-1.63604, -2.33352, -4.09176], [-1.18857, -3.56199, -3.90096], [-1.81285, -4.56604, -4.60691], [-0.16144, -3.92192, -3.12897], [0.34692, -2.91769, -2.40818], [-0.08665, -1.67202, -2.40729], [1.54178, -3.24301, -1.56402], [2.28436, -4.38602, -1.84153], [3.41108, -4.64489, -1.07888], [3.75786, -3.75967, -0.07219], [2.95935, -2.64340, 0.13149], [1.87173, -2.39604, -0.59234], [-2.06419, 0.05260, -4.22771], [-0.89097, 0.63413, -3.05774], [-2.73986, -4.32136, -4.91132], [-1.69875, -5.48302, -4.20969], [1.97206, -5.03175, -2.64906], [4.01535, -5.52230, -1.27698], [4.63344, -3.92440, 0.54197], [3.17625, -1.90772, 0.90339], [5.09534, 4.29757, 1.78346], [4.76254, 3.50187, 0.66961], [4.40651, 2.16841, 0.85296], [4.10285, 1.38089, -0.24142], [4.16209, 1.90952, -1.52537], [4.52815, 3.23542, -1.72157], [4.83369, 4.02673, -0.62274], [3.51606, 0.92519, -2.85527], [3.74440, -0.45520, -2.49649], [4.11595, 1.36635, -4.09592], [1.92303, 1.14990, -2.76192], [1.33360, 2.30418, -3.09759], [2.00786, 3.41436, -3.51910], [1.30026, 4.48572, -3.81650], [-0.08243, 4.56298, -3.70671], [-0.69320, 3.40023, -3.26089], [-0.02695, 2.30171, -2.96835], [4.70925, 3.94130, 2.64462], [4.88716, 5.27446, 1.65652], [4.31032, 1.74688, 1.84997], [3.79523, 0.35526, -0.09716], [4.55396, 3.62438, -2.72976], [5.10410, 5.06988, -0.76193], [1.87289, 5.34639, -4.16238], [-0.63939, 5.45893, -3.94239], [-1.77283, 3.34711, -3.12312], [-2.94478, -1.97666, 5.04393], [-1.58943, -1.47800, 4.60485], [-1.40843, -0.16755, 4.18543], [-0.16088, 0.30076, 3.77768], [0.00157, 1.72033, 3.29919], [0.92917, -0.56779, 3.78736], [0.76542, -1.89052, 4.19962], [1.94220, -2.83353, 4.19273], [-0.48854, -2.32747, 4.61205], [2.29796, -0.08855, 3.31232], [3.08394, 0.33701, 4.18270], [2.48955, -0.16047, 2.06631], [-3.70383, -1.20610, 4.90639], [-2.93468, -2.26049, 6.10014], [-3.24483, -2.85548, 4.46841], [-2.26140, 0.50474, 4.15252], [-0.83317, 2.34199, 3.62844], [0.02517, 1.74914, 2.20782], [0.93926, 2.14651, 3.66170], [2.51306, -2.72621, 3.26668], [1.61342, -3.87165, 4.28194], [2.62489, -2.60996, 5.01634], [-0.61810, -3.36240, 4.92361]]}



Result set for energy above the lowest of the compared OMol25 structures with the same formula, charge and spin: 41.0, 0.0 kJ/mol, one per record in the order listed.